Computed, not measured: 4 unconnected molecules or ions with the total composition C33H72BF4N3, with wB97M-V/def2-TZVPD.

ORCA input file:
```
! RIJCOSX wB97M-V def2-TZVPD def2/J DEFGRID3
* xyz 2 1
B 0.45073 0.13048 1.15246
F 0.47330 1.39498 0.58430
F -0.78477 -0.41096 0.86571
F 1.45764 -0.59163 0.52918
F 0.60462 0.18934 2.50468
C -10.06990 3.62237 2.90096
C -8.55616 3.90061 3.04444
C -7.60780 3.19021 2.05259
C -7.86212 3.48774 0.59688
N -6.80658 2.95066 -0.45082
C -5.45335 3.60606 -0.19474
C -4.72622 3.40275 -1.54808
C -5.70094 3.42594 -2.65989
C -7.08326 3.38623 -1.93000
C -6.71805 1.43635 -0.25626
C -7.98253 0.62877 -0.50381
C -7.87335 -0.87303 -0.14331
H -10.30822 2.57195 2.73377
H -10.51367 4.08976 2.02192
H -10.56654 3.97967 3.80305
H -8.15979 3.57891 4.00750
H -8.30589 4.96098 3.01159
H -7.80032 2.13782 2.26119
H -6.55216 3.26049 2.31486
H -7.81913 4.56335 0.42570
H -8.86106 3.18839 0.27970
H -4.91914 3.09198 0.60429
H -5.63683 4.65706 0.02850
H -4.33114 2.38772 -1.58968
H -3.93644 4.14385 -1.67092
H -5.80095 2.58577 -3.34707
H -5.61990 4.30245 -3.30274
H -7.76364 2.70021 -2.43453
H -7.53340 4.37659 -1.99829
H -6.51065 1.39956 0.81319
H -5.79843 0.98792 -0.63219
H -8.26675 0.73162 -1.55106
H -8.86509 1.07388 -0.04438
H -7.04125 -1.40015 -0.61005
H -8.76878 -1.44037 -0.39712
H -7.82876 -1.11500 0.91856
C 0.27356 -6.39854 -0.31870
C -0.57286 -6.90723 0.92074
C 0.25476 -7.10241 2.19971
C 1.06201 -5.90289 2.68973
N 2.25653 -6.28866 3.66245
C 2.75987 -4.98322 4.22993
C 1.75657 -4.60723 5.29151
C 1.21854 -5.89394 5.89969
C 1.86426 -7.02373 4.98753
C 3.39185 -7.04691 2.85602
C 4.03725 -6.22156 1.67206
C 5.53457 -6.37741 1.35165
H 1.27944 -6.81713 -0.35179
H 0.37313 -5.31324 -0.33666
H -0.22611 -6.77684 -1.21051
H -1.09041 -7.84440 0.71593
H -1.28345 -6.11663 1.16176
H 0.93245 -7.83533 1.76191
H -0.33192 -7.49675 3.02942
H 0.33590 -5.26870 3.19833
H 1.31333 -5.27743 1.83316
H 3.77259 -5.04938 4.62759
H 2.87313 -4.18840 3.49268
H 2.25733 -3.95692 6.00876
H 0.97381 -3.93932 4.93193
H 1.61742 -5.97706 6.91068
H 0.12870 -5.90163 5.91670
H 2.72889 -7.53133 5.41513
H 1.16423 -7.77310 4.61805
H 2.96529 -8.02434 2.63068
H 4.12984 -7.13934 3.65285
H 3.86022 -5.14618 1.69088
H 3.53610 -6.45972 0.73386
H 6.09908 -5.79993 2.08375
H 5.79944 -6.05502 0.34468
H 5.76863 -7.43983 1.28395
C 4.65789 -0.03531 -4.08884
C 5.91115 0.56199 -3.42009
C 6.14532 2.03620 -3.63662
C 5.13898 2.84217 -2.69292
N 5.43970 4.37519 -2.62770
C 6.69850 4.68749 -1.79016
C 6.31507 4.55111 -0.28664
C 4.83239 4.57218 -0.22362
C 4.33647 4.98438 -1.64715
C 5.42415 5.09221 -4.02833
C 4.11626 4.98237 -4.95257
C 4.35616 5.71243 -6.24929
H 4.72619 -1.12315 -4.08262
H 4.54267 0.17234 -5.15266
H 3.78481 0.26651 -3.51027
H 6.77989 0.20699 -3.97448
H 6.08716 0.17740 -2.41548
H 6.11554 2.30182 -4.69333
H 7.16086 2.29667 -3.33838
H 5.21809 2.48032 -1.66778
H 4.09138 2.70183 -2.95925
H 6.87819 5.75559 -1.91247
H 7.59407 4.18406 -2.15434
H 6.72579 5.39004 0.27514
H 6.78288 3.71503 0.23321
H 4.39747 5.35612 0.39635
H 4.45030 3.68122 0.27468
H 4.36999 6.07012 -1.73732
H 3.32041 4.62503 -1.81024
H 6.23998 4.61140 -4.56810
H 5.73889 6.12000 -3.84757
H 3.23156 5.24492 -4.37251
H 4.20299 3.92896 -5.21886
H 5.01247 5.27820 -7.00348
H 4.62657 6.73713 -5.99441
H 3.48250 5.64941 -6.89800
*
```

Summary:
**ΔE to the lowest compared entry with this formula, charge and spin**: 49.0 kcal per mole
**Frontier orbital gap**: 10.0850 eV

Here are the Mulliken charges for atoms 1 to 2, given in e: atom 1 (B): 0.62, atom 2 (F): -0.43

Computed, not measured: a molecular structure, C25H33HgN4O8, with wB97M-V/def2-TZVPD.

ORCA input file:
```
! RIJCOSX wB97M-V def2-TZVPD def2/J DEFGRID3
* xyz -2 2
Hg 0.72874 0.11759 -0.46908
C -3.39968 0.47812 0.78562
O -2.26225 0.40292 1.60831
C -2.07873 -0.81285 2.25185
C -1.93733 -2.04420 1.35890
O -0.59735 -2.22014 0.91753
C -0.50592 -3.29951 0.00717
C 0.92720 -3.44915 -0.51916
O 1.30286 -2.49101 -1.48459
C 0.77021 -2.68148 -2.77717
H -4.29896 0.11712 1.31450
H -3.27041 -0.08043 -0.14054
H -3.52386 1.52778 0.53296
H -2.92011 -0.99761 2.94404
H -1.15228 -0.69601 2.81820
H -2.60472 -1.96448 0.49286
H -2.23936 -2.93069 1.94274
H -1.19222 -3.11664 -0.82893
H -0.81521 -4.23373 0.50600
H 1.04463 -4.46805 -0.91957
H 1.60476 -3.28083 0.32090
H -0.29186 -2.94709 -2.76579
H 1.33100 -3.46388 -3.31015
H 0.87611 -1.73212 -3.30060
C -3.52495 -2.04604 -2.32691
O -2.96304 -1.37345 -3.43062
C -2.78612 0.00135 -3.22928
C -3.48598 0.82606 -4.10113
C -3.38451 2.20605 -3.97576
C -2.57685 2.72959 -2.98473
C -1.82493 1.92756 -2.09815
C -1.01471 2.62573 -1.14447
N -0.16343 2.10306 -0.27341
N 0.48026 2.93822 0.55527
C 1.21563 2.33582 1.49890
O 1.27990 1.04958 1.69615
C 1.97947 3.22679 2.36419
C 2.64475 2.71103 3.49748
C 3.38643 3.52848 4.32907
C 3.50634 4.89325 4.06740
C 2.86271 5.41667 2.94011
C 2.11872 4.60794 2.10650
C -1.92327 0.48360 -2.21497
O -1.31601 -0.36823 -1.42443
H -4.50896 -1.62799 -2.06889
H -2.88172 -1.97815 -1.45000
H -3.65162 -3.09209 -2.62060
H -4.09275 0.37062 -4.87630
H -3.94086 2.86135 -4.63760
H -2.49296 3.80707 -2.87633
H -1.12289 3.71179 -1.12083
H 2.55461 1.65176 3.69996
H 3.89382 3.10250 5.18968
H 4.09754 5.53445 4.71213
H 2.96934 6.47253 2.70944
H 1.62859 5.00938 1.22971
C 5.18091 -0.03169 0.44689
C 3.85947 -0.29404 -0.22569
N 2.86139 -0.80852 0.41119
O 3.02476 -0.90406 1.80719
C 3.66194 0.06856 -1.61063
C 4.79035 0.40675 -2.54363
N 2.43004 0.19303 -2.05374
O 2.25708 0.51105 -3.26896
H 5.10271 -0.32151 1.49025
H 5.43174 1.02863 0.39022
H 5.97819 -0.60920 -0.02432
H 2.38878 -0.19184 2.06699
H 5.75960 0.37516 -2.04915
H 4.62153 1.40392 -2.95779
H 4.79106 -0.28839 -3.38867
*
```

Summary:
**ΔE to the lowest compared entry with this formula, charge and spin**: 2.4 kcal per mole
**Frontier orbital gap (alpha / beta)**: 3.1179 / 5.7418 eV
**<S²>**: 0.8291

Here are the Mulliken charges for atoms 1 to 2, given in e: atom 1 (Hg): 2.44, atom 2 (C): -0.78

Computed, not measured: a molecular structure, C5H8O2, with wB97M-V/def2-TZVPD.

ORCA input file:
```
! RIJCOSX wB97M-V def2-TZVPD def2/J DEFGRID3
* xyz 0 1
C -1.67001 -0.47793 0.04587
C -0.54985 0.10089 -0.73713
C -0.69171 1.18008 -1.35550
C 1.58059 -0.62689 -0.09974
C 1.45800 0.13890 1.25406
H -1.51149 -0.81025 1.35713
H -1.91878 -1.56738 -0.26273
H -2.75209 -0.02052 0.17153
H 0.18678 1.78749 -2.04303
H -1.41207 1.82884 -1.37322
H 1.07473 -0.63538 2.07455
H 0.75840 0.69268 0.79863
H 2.39992 0.36853 1.64591
O 0.48389 -0.74934 -0.89698
O 2.56370 -1.20974 -0.57936
*
```

Summary:
**ΔE to the lowest compared entry with this formula, charge and spin**: 99.4 kcal per mole
**Frontier orbital gap**: 10.5794 eV

Here are the Mulliken charges for atoms 1 to 2, given in e: atom 1 (C): -0.95, atom 2 (C): 0.43

Electronic energy in Ha, matching the order above: -1888.74142; -1946.58333; -345.64655
Molecular weight in g mol⁻¹, matching the order above: 597.8; 718.1; 100.1
Max |F| in eV/A, matching the order above: 3.383; 0.649; 9.336